Entry 1:
The following is a DFT calculation (ωB97M-V/def2-TZVPD) of CH3ClFP as an isolated structure in a non-equilibrium geometry.

Structure (XYZ):
```
7
CH3ClFP (ωB97M-V/def2-TZVPD)
C -0.47305 1.39120 0.00874
F 0.73300 1.31433 -0.45917
P -1.69721 -0.41573 -0.73118
Cl -3.21971 -0.08223 0.59176
H -0.40390 1.36992 1.21771
H -1.01970 2.23139 -0.27664
H -0.92538 -1.48455 -0.14284
```

E: -25612.89274 eV
gap between HOMO and LUMO: 9.6 eV
energy above the lowest of the compared OMol25 structures with the same formula, charge and spin: 70.0 kcal/mol
LUMO energy: 0.0151 Ha



Entry 2:
The following is a DFT calculation (ωB97M-V/def2-TZVPD) of one molecule with the formula CH3ClN2O2 in a non-equilibrium geometry.

Structure (XYZ):
```
9
CH3ClN2O2 (ωB97M-V/def2-TZVPD)
O 1.18400 -1.20518 0.67795
N 0.31626 -0.22534 0.12014
C -0.97993 -0.72249 -0.17074
Cl -2.21995 0.31305 0.53153
N 0.47503 0.99051 -0.03682
O 1.68615 1.40864 0.40757
H -1.10496 -0.79157 -1.24148
H -1.23607 -1.77520 0.09701
H 1.87947 2.00758 -0.38516
```

E: -20678.09153 eV
gap between HOMO and LUMO (alpha / beta): 9.8 / 9.8 eV
energy above the lowest of the compared OMol25 structures with the same formula, charge and spin: 66.3 kcal/mol
SMILES: [O-]/[N+](CCl)=N\O
LUMO energy (alpha / beta): -0.0019 / -0.0019 Ha



Entry 3:
The following is a DFT calculation (ωB97M-V/def2-TZVPD) of a 2-piece molecular cluster, CH3ClN2OS overall in a non-equilibrium geometry.

Structure (XYZ):
```
9
CH3ClN2OS (ωB97M-V/def2-TZVPD)
N -0.67480 0.71054 0.08158
C -0.76527 -0.58579 0.05400
N -0.38691 -1.75377 -0.31599
S -2.13290 -1.85748 0.02296
H 0.15812 1.08338 -0.20838
H -1.28143 1.36017 0.42115
O 2.12357 -1.86390 0.23223
Cl 2.64015 -0.28199 -0.05240
H 1.20072 -1.84003 -0.06421
```

E: -29466.90401 eV
gap between HOMO and LUMO: 8.8 eV
energy above the lowest of the compared OMol25 structures with the same formula, charge and spin: 0.0 kcal/mol
SMILES: NC1=NS1.OCl
LUMO energy: 0.0102 Ha



Entry 4:
The following is a DFT calculation (ωB97M-V/def2-TZVPD) of one molecule with the formula CH3ClN2S in a non-equilibrium geometry.

Structure (XYZ):
```
8
CH3ClN2S (ωB97M-V/def2-TZVPD)
N -0.23243 -0.32855 0.26170
N 0.76190 0.54559 0.05487
C 2.04952 0.35230 0.04467
S 3.30118 1.30226 -0.14196
Cl 2.30286 -1.63156 0.08809
H -0.01353 -0.96525 -0.50809
H -0.23515 -0.97364 1.08998
H 0.58396 1.51699 -0.20930
```

E: -27421.79191 eV
gap between HOMO and LUMO: 9.5 eV
energy above the lowest of the compared OMol25 structures with the same formula, charge and spin: 31.4 kcal/mol
SMILES: NNC(=S)Cl
LUMO energy: 0.0035 Ha



Entry 5:
The following is a DFT calculation (ωB97M-V/def2-TZVPD) of a 3-piece molecular cluster, CH3ClNO overall in a non-equilibrium geometry.

Structure (XYZ):
```
7
CH3ClNO (ωB97M-V/def2-TZVPD)
C -0.74950 -0.02929 -0.18041
N 0.34866 -0.37602 0.54256
O -0.61772 -1.35758 -0.21140
Cl 3.14679 0.45964 -0.10419
H -0.78639 0.71655 -0.91315
H -2.72202 0.63129 0.75451
H 1.38020 -0.04458 0.11208
```

E: -17141.04740 eV
gap between HOMO and LUMO (alpha / beta): 7.5 / 8.8 eV
energy above the lowest of the compared OMol25 structures with the same formula, charge and spin: 175.4 kcal/mol
net charge: -1
LUMO energy (alpha / beta): 0.1206 / 0.1407 Ha



Entry 6:
The following is a DFT calculation (ωB97M-V/def2-TZVPD) of one molecule with the formula CH3ClO in a non-equilibrium geometry.

Structure (XYZ):
```
6
CH3ClO (ωB97M-V/def2-TZVPD)
O 0.85691 -0.72610 0.03203
C -0.37575 -0.00598 0.18165
Cl -0.17533 1.77005 0.27531
H 1.35820 -0.66967 -0.87678
H -0.88628 -0.09055 -0.70889
H -0.77776 -0.27775 1.09667
```

E: -15654.89489 eV
gap between HOMO and LUMO: 11.7 eV
energy above the lowest of the compared OMol25 structures with the same formula, charge and spin: 10.9 kcal/mol
SMILES: OCCl
LUMO energy: 0.0283 Ha



Entry 7:
The following is a DFT calculation (ωB97M-V/def2-TZVPD) of an isolated ion of composition CH3ClO2PS and charge -1 in a non-equilibrium geometry.

Structure (XYZ):
```
9
CH3ClO2PS (ωB97M-V/def2-TZVPD)
C -1.44941 0.25850 -0.00384
S -0.03073 1.39281 -0.07059
P 1.23164 -0.39280 -0.03153
O 0.86943 -1.09308 1.20479
O 1.21207 -1.05444 -1.34183
Cl 3.16037 0.34723 -0.06277
H -2.28368 0.98587 -0.37717
H -1.55899 0.19984 1.10166
H -1.15069 -0.64391 -0.41872
```

E: -37831.53963 eV
gap between HOMO and LUMO: 8.1 eV
energy above the lowest of the compared OMol25 structures with the same formula, charge and spin: 8.8 kcal/mol
SMILES: CS[P@@](=O)([O-])Cl
net charge: -1
LUMO energy: 0.1268 Ha



Entry 8:
The following is a DFT calculation (ωB97M-V/def2-TZVPD) of one molecule with the formula CH3ClO3S2 in a non-equilibrium geometry.

Structure (XYZ):
```
10
CH3ClO3S2 (ωB97M-V/def2-TZVPD)
C 0.64980 -0.14513 1.06967
S -0.22379 1.53239 1.18367
O -0.69252 2.03302 2.41499
O -1.01133 1.77093 -0.00105
O 1.43668 2.29431 0.84051
S 2.94457 3.38530 1.04615
Cl 3.29504 2.64080 2.79753
H -0.01952 -0.94523 1.42944
H 0.86333 -0.21830 0.00003
H 1.52848 -0.14527 1.66265
```

E: -41417.53565 eV
gap between HOMO and LUMO: 7.7 eV
energy above the lowest of the compared OMol25 structures with the same formula, charge and spin: 47.0 kcal/mol
SMILES: CS(=O)(=O)OSCl
LUMO energy: -0.0547 Ha



Entry 9:
The following is a DFT calculation (ωB97M-V/def2-TZVPD) of a 2-piece molecular cluster, CH3ClS2 overall in a non-equilibrium geometry.

Structure (XYZ):
```
7
CH3ClS2 (ωB97M-V/def2-TZVPD)
C -0.74663 0.08717 -1.73022
S -1.57731 1.48067 -1.42580
H -1.10185 -0.69795 -1.08336
H -0.22887 -0.22521 -2.56073
S -2.12027 -1.73118 3.09922
Cl -1.86086 -1.14422 1.18155
H -0.81823 -2.06003 3.22017
```

E: -35276.66190 eV
gap between HOMO and LUMO: 8.3 eV
energy above the lowest of the compared OMol25 structures with the same formula, charge and spin: 47.4 kcal/mol
SMILES: C=S.SCl
LUMO energy: -0.0226 Ha



Entry 10:
The following is a DFT calculation (ωB97M-V/def2-TZVPD) of a 2-piece molecular cluster, CH3ClS2 overall in a non-equilibrium geometry.

Structure (XYZ):
```
7
CH3ClS2 (ωB97M-V/def2-TZVPD)
C -0.30460 0.04452 0.19354
S 0.72872 1.35805 -0.39848
S 0.16235 -1.61268 -0.24709
Cl -2.00819 0.30271 -0.01177
H -0.19888 -0.04823 2.14980
H 0.14947 1.37739 -1.60684
H 1.47112 -1.42176 -0.07916
```

E: -35273.34383 eV
spin multiplicity: 3
gap between HOMO and LUMO (alpha / beta): 8.1 / 7.5 eV
energy above the lowest of the compared OMol25 structures with the same formula, charge and spin: 51.6 kcal/mol
LUMO energy (alpha / beta): 0.0226 / -0.0782 Ha



Entry 11:
The following is a DFT calculation (ωB97M-V/def2-TZVPD) of a 2-piece molecular cluster, CH3F2N overall in a non-equilibrium geometry.

Structure (XYZ):
```
7
CH3F2N (ωB97M-V/def2-TZVPD)
C -0.04970 0.26472 -0.46780
N 0.26725 0.55228 0.73475
F -1.33541 0.49611 -0.75127
F -0.47257 -0.05160 1.86366
H -0.17504 -2.03390 -1.19090
H 0.60978 -0.16389 -1.16554
H 1.15570 0.93628 0.97711
```

E: -8003.83493 eV
gap between HOMO and LUMO (alpha / beta): 10.4 / 7.7 eV
energy above the lowest of the compared OMol25 structures with the same formula, charge and spin: 156.8 kcal/mol
LUMO energy (alpha / beta): -0.0128 / -0.0283 Ha



Entry 12:
The following is a DFT calculation (ωB97M-V/def2-TZVPD) of a 3-piece molecular cluster, CH3F2OP overall in a non-equilibrium geometry.

Structure (XYZ):
```
8
CH3F2OP (ωB97M-V/def2-TZVPD)
C 1.20680 -0.24863 -0.04639
O -1.56348 -0.44746 0.63111
F 1.23438 0.69670 -0.90755
F 1.80687 0.25031 1.11273
P -2.55170 0.44920 0.23430
H 1.91002 -0.95073 -0.54880
H -0.11969 -0.77635 0.45881
H -1.92319 1.02697 -0.93420
```

E: -17853.16463 eV
gap between HOMO and LUMO: 7.8 eV
energy above the lowest of the compared OMol25 structures with the same formula, charge and spin: 132.4 kcal/mol
LUMO energy: -0.0557 Ha



Entry 13:
The following is a DFT calculation (ωB97M-V/def2-TZVPD) of a 2-piece molecular cluster, CH3F2OPS overall in a non-equilibrium geometry.

Structure (XYZ):
```
9
CH3F2OPS (ωB97M-V/def2-TZVPD)
F 0.25953 -1.10841 -3.11402
P 0.67419 -0.67946 -1.63766
F -0.67748 -1.26334 -0.98377
S -0.00244 1.35197 -1.93166
H 0.06631 1.32353 -0.61044
C -0.10844 0.07030 2.08885
O -0.16637 0.72815 1.11180
H -0.48681 -0.88531 2.02263
H 0.44152 0.46256 3.05426
```

E: -28692.84516 eV
gap between HOMO and LUMO: 9.9 eV
energy above the lowest of the compared OMol25 structures with the same formula, charge and spin: 40.8 kcal/mol
SMILES: FP(F)S.C=O
LUMO energy: 0.0123 Ha



Entry 14:
The following is a DFT calculation (ωB97M-V/def2-TZVPD) of a 2-piece molecular cluster, CH3F2PS overall in a non-equilibrium geometry.

Structure (XYZ):
```
8
CH3F2PS (ωB97M-V/def2-TZVPD)
C -0.75036 -0.43554 0.89068
F -0.42795 0.39854 1.85022
F -0.58271 -1.72712 1.24096
P 2.03619 0.32496 -1.23458
S -2.31676 -0.00901 0.10887
H 1.68373 1.41557 -1.95346
H 2.99256 1.28138 -0.60619
H -2.63469 -1.24878 -0.29650
```

E: -26640.67108 eV
gap between HOMO and LUMO (alpha / beta): 7.2 / 8.8 eV
energy above the lowest of the compared OMol25 structures with the same formula, charge and spin: 129.0 kcal/mol
LUMO energy (alpha / beta): -0.0450 / -0.0043 Ha



Entry 15:
The following is a DFT calculation (ωB97M-V/def2-TZVPD) of a 2-piece molecular cluster, CH3F3N2O overall in a non-equilibrium geometry.

Structure (XYZ):
```
10
CH3F3N2O (ωB97M-V/def2-TZVPD)
C -1.49598 -0.05154 -0.25861
N 0.70754 -0.82014 -0.30976
N 1.72752 0.58911 0.73253
O -0.51879 -0.92552 0.28284
F 1.50774 -1.90052 -0.00109
F 2.57263 1.22986 -0.15760
F 0.77714 1.48898 1.09453
H -1.58973 0.88012 0.34803
H -2.40909 -0.69293 -0.31756
H -1.27900 0.20258 -1.41330
```

E: -14256.35417 eV
gap between HOMO and LUMO (alpha / beta): 10.1 / 9.4 eV
energy above the lowest of the compared OMol25 structures with the same formula, charge and spin: 153.3 kcal/mol
LUMO energy (alpha / beta): 0.0000 / -0.0048 Ha



Entry 16:
The following is a DFT calculation (ωB97M-V/def2-TZVPD) of a 2-piece molecular cluster, CH3F3N2S overall in a non-equilibrium geometry.

Structure (XYZ):
```
10
CH3F3N2S (ωB97M-V/def2-TZVPD)
C 1.19277 -1.15821 0.65792
N -2.06165 1.05103 -0.96024
N 1.89637 1.59605 1.28976
F 1.34618 -1.36105 1.96647
F 1.79072 -2.15339 0.03739
F -0.18590 -1.12484 0.36065
S 1.77236 0.76611 0.12449
H -1.46180 0.44911 -0.42518
H -2.79291 0.48345 -1.32825
H -1.49613 1.45174 -1.72301
```

E: -23050.92390 eV
gap between HOMO and LUMO: 8.4 eV
energy above the lowest of the compared OMol25 structures with the same formula, charge and spin: 6.5 kcal/mol
LUMO energy: -0.0573 Ha



Entry 17:
The following is a DFT calculation (ωB97M-V/def2-TZVPD) of a 2-piece molecular cluster, CH3F3N2S overall in a non-equilibrium geometry.

Structure (XYZ):
```
10
CH3F3N2S (ωB97M-V/def2-TZVPD)
C -0.32531 -1.33108 -2.01559
N 0.50004 -0.48531 0.49493
N 0.12379 1.98940 2.42249
F 0.86512 -1.78027 -2.49285
F -0.32317 -0.04190 -2.47122
F -1.26254 -2.06184 -2.60555
S -0.30384 -1.56683 -0.02696
H -0.40003 0.96006 2.39180
H 0.10138 2.35499 1.50508
H 1.02456 1.96278 2.79788
```

E: -23050.50987 eV
gap between HOMO and LUMO: 7.8 eV
energy above the lowest of the compared OMol25 structures with the same formula, charge and spin: 16.1 kcal/mol
LUMO energy: -0.0643 Ha



Entry 18:
The following is a DFT calculation (ωB97M-V/def2-TZVPD) of CH3F5N3P3 as an isolated structure in a non-equilibrium geometry.

Structure (XYZ):
```
15
CH3F5N3P3 (ωB97M-V/def2-TZVPD)
C 2.61995 0.01546 0.05078
N 0.15416 -1.36836 -0.13452
N 0.01141 1.57810 0.34381
N -2.26685 -0.09989 0.42553
F 0.88772 0.31498 -1.94370
F -1.62854 -2.41311 1.35571
F -2.12216 -2.29178 -0.92264
F -2.23872 2.25036 1.34407
F -2.20873 2.03474 -0.98096
P 0.87354 0.03153 -0.36430
P -1.41678 -1.40035 0.16976
P -1.54453 1.32584 0.28747
H 2.99161 -0.99023 -0.14102
H 3.12821 0.73588 -0.58617
H 2.75971 0.27683 1.09620
```

E: -47012.11173 eV
spin multiplicity: 3
gap between HOMO and LUMO (alpha / beta): 5.7 / 7.4 eV
energy above the lowest of the compared OMol25 structures with the same formula, charge and spin: 0.0 kcal/mol
LUMO energy (alpha / beta): 0.0288 / -0.1469 Ha



Entry 19:
The following is a DFT calculation (ωB97M-V/def2-TZVPD) of CH3F6N3O13S6V as an isolated structure in a non-equilibrium geometry.

Structure (XYZ):
```
33
CH3F6N3O13S6V (ωB97M-V/def2-TZVPD)
V -0.02411 0.25833 0.04022
N -0.82940 -0.66071 1.58839
S -0.86815 -0.70837 3.14611
O 0.09745 -1.50169 3.88951
O -2.08061 -0.17248 3.74272
F -0.06209 0.67109 3.14889
S -1.80200 -2.08542 1.71401
O -3.08445 -2.05935 2.27907
O -1.08855 -3.34378 1.90160
F -2.14651 -2.03592 0.15876
N 1.90676 0.56531 0.22280
S 3.14613 0.46238 1.42078
O 3.28745 1.54831 2.38741
O 4.20444 -0.44285 0.97679
F 2.22422 -0.49065 2.34331
S 2.74461 1.62448 -0.48486
O 3.93849 1.15749 -1.19250
O 2.76938 2.98038 0.02370
F 1.70072 1.71544 -1.67809
N -0.34981 -0.76235 -1.65698
S -1.54122 -0.98748 -2.95702
O -2.60140 -1.95168 -2.73681
O -1.23717 -0.60163 -4.32820
F -2.27734 0.40448 -2.51167
S 0.43407 -2.03089 -2.25875
O 1.24281 -1.84887 -3.46266
O -0.09422 -3.37783 -2.12700
F 1.42818 -2.00876 -1.00480
C -1.77985 3.16305 -0.52837
O -0.83811 2.21325 -0.06659
H -1.69766 4.19443 -0.18544
H -2.78515 2.90111 -0.19841
H -1.93691 3.21118 -1.60592
```

E: -139170.67636 eV
spin multiplicity: 3
gap between HOMO and LUMO (alpha / beta): 7.1 / 7.7 eV
energy above the lowest of the compared OMol25 structures with the same formula, charge and spin: 70.7 kcal/mol
net charge: -1
LUMO energy (alpha / beta): -0.0207 / -0.0056 Ha



Entry 20:
The following is a DFT calculation (ωB97M-V/def2-TZVPD) of a 2-piece molecular cluster, CH3FIP overall in a non-equilibrium geometry.

Structure (XYZ):
```
7
CH3FIP (ωB97M-V/def2-TZVPD)
C -0.72492 -0.18484 0.49311
F 1.77102 0.71327 0.17283
P 0.24860 1.04226 -0.38514
I -2.68060 -0.55868 -0.08118
H 1.64939 -1.64486 -0.10962
H -0.68723 -0.13711 1.66424
H 0.42374 0.76996 -1.75425
```

E: -21187.91907 eV
gap between HOMO and LUMO (alpha / beta): 8.4 / 7.9 eV
energy above the lowest of the compared OMol25 structures with the same formula, charge and spin: 108.6 kcal/mol
LUMO energy (alpha / beta): -0.0405 / -0.0147 Ha